{"formula": "C19H23N3O5", "method": "ωB97M-V/def2-TZVPD", "symbols": ["C", "C", "H", "H", "O", "C", "O", "N", "C", "H", "H", "C", "N", "C", "O", "C", "H", "O", "C", "C", "C", "O", "N", "C", "C", "C", "C", "C", "C", "H", "H", "H", "H", "C", "H", "H", "H", "H", "H", "C", "H", "C", "H", "H", "H", "H", "H", "H", "H", "H"], "xyz": [[-0.188235, 4.472844, 0.340279], [0.125671, 3.084587, -0.195996], [0.235175, 3.099346, -1.283579], [1.033446, 2.686359, 0.267764], [-0.952287, 2.192609, 0.091942], [-0.703925, 1.172526, 0.929176], [0.371855, 0.927777, 1.428513], [-1.826112, 0.450424, 1.169821], [-1.797606, -0.652891, 2.097937], [-2.529530, -0.463322, 2.891689], [-0.799252, -0.684414, 2.536342], [-2.122264, -1.981012, 1.373082], [-2.814840, -1.689095, 0.138611], [-2.482817, -2.077008, -1.109898], [-3.127004, -1.736836, -2.083680], [-1.307372, -3.048162, -1.284150], [-1.116653, -3.118082, -2.361799], [-0.120829, -2.741514, -0.584677], [0.562515, -1.609224, -0.897273], [0.195349, -0.697550, -1.826071], [0.999685, 0.461312, -2.121279], [0.682034, 1.308560, -2.943261], [2.198109, 0.575218, -1.424224], [2.567040, -0.289617, -0.427097], [3.735016, -0.092188, 0.321213], [4.085398, -0.968696, 1.322265], [3.294073, -2.075865, 1.609547], [2.147320, -2.291662, 0.884510], [1.768471, -1.412175, -0.133686], [1.518675, -3.144376, 1.088518], [3.577777, -2.755485, 2.398386], [4.985006, -0.789612, 1.892390], [4.366460, 0.759193, 0.129684], [3.059447, 1.681907, -1.784286], [2.579908, 2.197008, -2.616539], [3.177643, 2.378344, -0.953260], [4.036948, 1.314685, -2.100155], [-0.711942, -0.776281, -2.403030], [-1.607497, -4.034905, -0.915918], [-3.809189, -0.647832, 0.299539], [-4.432775, -0.621435, -0.594243], [-3.082810, 0.692934, 0.489435], [-3.705473, 1.389765, 1.064234], [-2.861079, 1.141970, -0.479639], [-4.426396, -0.893030, 1.167742], [-1.211993, -2.538702, 1.174075], [-2.775461, -2.594777, 2.006998], [-1.117140, 4.838293, -0.089336], [-0.288621, 4.446467, 1.423024], [0.616084, 5.153619, 0.076363]], "atomic_forces_ev_per_a": [[-0.09, -0.47, -0.06], [0.47, 0.35, -0.03], [0.01, -0.08, 0.14], [-0.12, 0.06, -0.17], [-0.23, -0.01, -0.02], [-0.06, -0.05, 0.11], [0.36, 0.07, 0.11], [-0.09, -0.03, -0.08], [0.16, 0.01, 0.13], [0.07, -0.05, -0.01], [-0.17, -0.03, 0.03], [0.12, -0.20, 0.28], [-0.17, 0.09, 0.13], [0.16, -0.21, 0.11], [0.02, 0.00, -0.37], [-0.19, -0.11, -0.37], [-0.07, 0.06, 0.19], [0.45, 0.29, 0.02], [-0.10, 0.17, -0.23], [-0.39, -0.49, 0.13], [0.23, 0.14, 0.04], [-0.22, -0.03, -0.16], [-0.08, 0.26, -0.19], [-0.03, -0.60, 0.39], [0.01, 0.11, -0.09], [-0.06, -0.05, -0.01], [0.04, -0.05, 0.11], [-0.05, 0.09, -0.13], [0.21, -0.05, 0.13], [-0.03, -0.07, 0.02], [0.01, -0.06, 0.06], [0.07, 0.03, 0.03], [0.03, 0.08, -0.05], [0.04, 0.23, -0.21], [0.13, -0.05, 0.15], [0.04, -0.01, 0.03], [0.01, 0.02, 0.06], [-0.08, -0.04, -0.08], [0.03, 0.14, -0.08], [-0.10, 0.14, -0.18], [0.01, 0.02, 0.20], [-0.15, 0.15, -0.15], [-0.04, -0.03, -0.10], [-0.13, -0.08, 0.11], [0.00, -0.01, -0.03], [-0.14, 0.06, 0.06], [0.10, 0.05, -0.01], [-0.08, 0.10, -0.03], [0.01, 0.05, 0.10], [0.08, 0.11, -0.02]], "mulliken_charge": [-1.609, 0.080, 0.292, 0.197, -0.327, 0.833, -0.670, 0.186, -0.845, 0.377, 0.381, -0.630, 0.086, 0.876, -0.666, -0.831, 0.363, -0.536, 1.422, -0.780, -0.166, -0.736, 0.187, 0.475, -0.688, -0.742, -0.910, -0.788, 1.095, 0.453, 0.414, 0.405, 0.440, -1.510, 0.352, 0.449, 0.459, 0.530, 0.396, -1.028, 0.418, -0.623, 0.295, 0.466, 0.368, 0.288, 0.383, 0.341, 0.362, 0.415], "homo_lumo_gap_ev": 8.78, "lumo_ev": 0.52, "smiles": "CCOC(=O)N1CCN(C(=O)COc2cc(=O)n(C)c3ccccc23)CC1", "relative_energy_ev": 1.673, "total_energy_ha": -1278.3481, "homo_energy_ha": -0.3034}